(1)
DFT (the ωB97M-V functional and the def2-TZVPD basis) results for an isolated molecule of C31H38ClNO9P2S.

Output
- Total charge: 0
- SMILES: CCCCON1c2c(cc(P(=O)(O)O)c(COC)c2COC)Sc2c(Cl)c(CC(=O)c3ccccc3)c(OCC)c(P(C)O)c21
- Energy: -3476.48469 Ha

Last columns: bonded neighbours and bond lengths (Å).
Cartesian coordinates (Å):
1 C -5.149 0.925 -4.083  C2 1.634, H46 1.141, H47 1.142, H48 1.142
2 C -4.621 1.042 -2.541  C1 1.634, C3 1.630, H49 1.157, H50 1.146
3 C -3.298 0.116 -2.323  C2 1.630, C4 1.614, H51 1.153, H52 1.141
4 C -1.984 0.968 -1.935  C3 1.614, O5 1.456, H53 1.140, H54 1.160
5 O -1.719 0.788 -0.514  C4 1.456, N6 1.361
6 N -0.568 0.107 -0.257  O5 1.361, C7 1.470, C45 1.469
7 C -0.530 -1.246 -0.829  N6 1.470, C8 1.548, C19 1.581
8 C 0.302 -1.739 -2.038  C7 1.548, C9 1.551, S23 1.872
9 C 0.338 -3.192 -2.582  C8 1.551, C10 1.555, H55 1.145
10 C -0.520 -4.271 -1.863  C9 1.555, P11 1.883, C15 1.550
11 P -0.403 -6.027 -2.533  C10 1.883, O12 1.542, O13 1.728, O14 1.698
12 O -1.763 -6.403 -3.157  P11 1.542
13 O 0.833 -6.139 -3.736  P11 1.728, H56 0.986
14 O -0.032 -7.191 -1.355  P11 1.698, H57 0.991
15 C -1.365 -3.817 -0.645  C10 1.550, C16 1.621, C19 1.574
16 C -2.223 -4.959 0.122  C15 1.621, O17 1.450, H58 1.146, H59 1.159
17 O -3.647 -4.728 -0.017  C16 1.450, C18 1.465
18 C -4.257 -5.594 0.995  O17 1.465, H60 1.139, H61 1.149, H62 1.143
19 C -1.407 -2.341 -0.101  C7 1.581, C15 1.574, C20 1.611
20 C -2.321 -1.965 1.172  C19 1.611, O21 1.444, H63 1.151, H64 1.152
21 O -1.476 -1.842 2.337  C20 1.444, C22 1.449
22 C -1.492 -3.037 3.157  O21 1.449, H65 1.148, H66 1.143, H67 1.151
23 S 1.409 -0.524 -2.934  C8 1.872, C24 1.872
24 C 1.691 0.759 -1.600  S23 1.872, C25 1.556, C45 1.546
25 C 2.993 1.600 -1.739  C24 1.556, Cl26 1.843, C27 1.569
26 Cl 4.111 1.253 -3.163  C25 1.843
27 C 3.311 2.687 -0.654  C25 1.569, C28 1.592, C37 1.562
28 C 4.675 3.498 -0.793  C27 1.592, C29 1.629, H68 1.141, H69 1.150
29 C 5.709 3.094 0.399  C28 1.629, O30 1.270, C31 1.598
30 O 6.948 3.265 0.181  C29 1.270
31 C 5.236 2.523 1.816  C29 1.598, C32 1.566, C36 1.568
32 C 4.576 1.115 2.004  C31 1.566, C33 1.566, H70 1.145
33 C 4.087 0.614 3.405  C32 1.566, C34 1.564, H71 1.140
34 C 4.247 1.506 4.679  C33 1.564, C35 1.569, H72 1.149
35 C 4.914 2.915 4.502  C34 1.569, C36 1.559, H73 1.147
36 C 5.396 3.405 3.102  C31 1.568, C35 1.559, H74 1.144
37 C 2.256 2.883 0.481  C27 1.562, O38 1.438, C41 1.574
38 O 2.478 3.895 1.478  C37 1.438, C39 1.451
39 C 1.716 5.097 1.195  O38 1.451, C40 1.604, H75 1.148, H76 1.156
40 C 1.779 5.605 -0.325  C39 1.604, H77 1.147, H78 1.140, H79 1.159
41 C 0.941 2.027 0.609  C37 1.574, P42 1.909, C45 1.584
42 P -0.234 2.410 2.065  C41 1.909, C43 1.928, O44 1.715
43 C -1.626 3.492 1.284  P42 1.928, H80 1.142, H81 1.155, H82 1.153
44 O -0.887 0.954 2.693  P42 1.715, H83 0.982
45 C 0.653 0.898 -0.463  N6 1.469, C24 1.546, C41 1.584
46 H -5.931 0.099 -4.179  C1 1.141
47 H -5.571 1.917 -4.457  C1 1.142
48 H -4.261 0.663 -4.752  C1 1.142
49 H -5.491 0.649 -1.886  C2 1.157
50 H -4.464 2.131 -2.219  C2 1.146
51 H -3.565 -0.594 -1.454  C3 1.153
52 H -3.168 -0.499 -3.275  C3 1.141
53 H -1.091 0.802 -2.624  C4 1.140
54 H -2.283 2.080 -2.067  C4 1.160
55 H 0.994 -3.485 -3.473  C9 1.145
56 H 0.394 -5.794 -4.549  O13 0.986
57 H -0.427 -8.044 -1.669  O14 0.991
58 H -2.011 -6.010 -0.282  C16 1.146
59 H -1.866 -4.971 1.225  C16 1.159
60 H -5.389 -5.473 1.014  C18 1.139
61 H -3.855 -5.278 2.024  C18 1.149
62 H -3.893 -6.659 0.794  C18 1.143
63 H -3.212 -2.681 1.312  C20 1.151
64 H -2.783 -0.931 0.959  C20 1.152
65 H -0.536 -3.648 2.978  C22 1.148
66 H -2.421 -3.690 3.028  C22 1.143
67 H -1.464 -2.712 4.260  C22 1.151
68 H 4.570 4.632 -0.728  C28 1.141
69 H 5.251 3.278 -1.764  C28 1.150
70 H 4.424 0.411 1.114  C32 1.145
71 H 3.579 -0.396 3.548  C33 1.140
72 H 3.866 1.173 5.711  C34 1.149
73 H 4.992 3.551 5.453  C35 1.147
74 H 5.871 4.442 3.006  C36 1.144
75 H 0.611 5.023 1.500  C39 1.148
76 H 2.161 5.948 1.839  C39 1.156
77 H 2.867 5.855 -0.589  C40 1.147
78 H 1.277 4.914 -1.080  C40 1.140
79 H 1.210 6.613 -0.390  C40 1.159
80 H -2.672 3.078 1.483  C43 1.142
81 H -1.423 3.562 0.150  C43 1.155
82 H -1.520 4.562 1.699  C43 1.153
83 H -1.853 1.050 2.842  O44 0.982

Atom charges from the Mulliken analysis, given in e for atoms 1 to 4: -0.991, -0.462, -0.135, -0.442

=====

(2)
DFT (the ωB97M-V functional and the def2-TZVPD basis) results for the ion C6H9N6O with charge +1.

Output
- Total charge: +1
- Relative energy (zero: lowest compared OMol25 entry of this formula, charge and spin): 1.101 eV
- SMILES: N[C@@H]1Nc2nccnc2C(O)=[N+]1N

Last columns: bonded neighbours and bond lengths (Å).
Cartesian coordinates (Å):
1 N -1.915 1.187 -1.163  C2 1.496, H14 1.028, H15 1.003
2 C -1.515 0.836 0.235  N1 1.496, N3 1.470, N12 1.461, H16 1.113
3 N -0.204 1.442 0.505  C2 1.470, C4 1.345, H17 1.080
4 C 0.958 0.810 0.259  N3 1.345, N5 1.390, C9 1.443
5 N 2.155 1.481 0.483  C4 1.390, C6 1.289
6 C 3.214 0.844 0.117  N5 1.289, C7 1.423, H18 1.142
7 C 3.229 -0.429 -0.519  C6 1.423, N8 1.339, H19 1.000
8 N 2.061 -1.082 -0.572  C7 1.339, C9 1.300
9 C 0.929 -0.555 -0.211  C4 1.443, N8 1.300, C10 1.439
10 C -0.233 -1.359 0.063  C9 1.439, O11 1.312, N12 1.405
11 O -0.210 -2.671 0.076  C10 1.312, H20 0.945
12 N -1.412 -0.621 0.264  C2 1.461, C10 1.405, N13 1.468
13 N -2.615 -1.435 0.474  N12 1.468, H21 0.921, H22 0.979
14 H -1.744 2.198 -1.237  N1 1.028
15 H -1.370 0.818 -1.919  N1 1.003
16 H -2.268 1.278 0.925  C2 1.113
17 H -0.227 2.340 1.104  N3 1.080
18 H 4.212 1.300 0.435  C6 1.142
19 H 4.126 -0.835 -0.693  C7 1.000
20 H -1.024 -3.050 0.371  O11 0.945
21 H -3.066 -1.260 -0.310  N13 0.921
22 H -3.082 -1.236 1.311  N13 0.979

Atom charges from the Mulliken analysis, given in e for atoms 1 to 4: -0.618, -0.151, -0.239, 0.687

=====

(3)
DFT (the ωB97M-V functional and the def2-TZVPD basis) results for a cluster of 2 separate species, C4H9O3 in total.

Output
- Total charge: -1
- Relative energy (zero: lowest compared OMol25 entry of this formula, charge and spin): 3.380 eV

Last columns: bonded neighbours and bond lengths (Å).
Cartesian coordinates (Å):
1 C -0.845 -0.163 -0.513  O2 1.338, C3 1.636, H7 1.014, H8 1.091
2 O -0.462 -1.097 0.366  C1 1.338
3 C 0.234 0.203 -1.687  C1 1.636, C4 1.485, H9 1.138, H10 1.048
4 C 1.636 0.331 -1.215  C3 1.485, C5 1.591, H11 1.055, H12 1.061
5 C 1.345 0.739 0.294  C4 1.591, O6 1.198, H13 1.113
6 O 1.276 1.904 0.560  C5 1.198
7 H -1.643 -0.649 -0.907  C1 1.014
8 H -1.274 0.724 -0.046  C1 1.091
9 H 0.286 -0.588 -2.504  C3 1.138
10 H -0.079 1.034 -2.244  C3 1.048
11 H 2.249 0.891 -1.866  C4 1.055
12 H 2.155 -0.594 -1.214  C4 1.061
13 H 1.133 -0.099 0.995  C5 1.113
14 H -2.124 -0.844 2.526  O16 0.916
15 H -1.722 -1.397 1.149  O16 1.077
16 O -2.464 -1.449 1.928  H14 0.916, H15 1.077

Atom charges from the Mulliken analysis, given in e for atoms 1 to 4: -0.758, -0.926, -0.606, -0.669

=====

(4)
DFT (the ωB97M-V functional and the def2-TZVPD basis) results for an isolated molecule of C23H27N3O5S.

Output
- Total charge: 0
- Relative energy (zero: lowest compared OMol25 entry of this formula, charge and spin): 4.029 eV
- SMILES: CCOc1ccc(N(CC(=O)Nc2ccc(C)c(C)c2)S(=O)(=O)c2c(C)noc2C)cc1

Last columns: bonded neighbours and bond lengths (Å).
Cartesian coordinates (Å):
1 C -3.243 -5.731 -0.685  C2 1.526, H33 1.087, H34 1.087, H35 1.087
2 C -2.708 -5.322 0.685  C1 1.526, O3 1.414, H36 1.097, H37 1.094
3 O -3.172 -4.052 1.095  C2 1.414, C4 1.361
4 C -2.623 -2.926 0.565  O3 1.361, C5 1.396, C32 1.390
5 C -3.199 -1.722 0.977  C4 1.396, C6 1.377, H38 1.078
6 C -2.722 -0.515 0.518  C5 1.377, C7 1.393, H39 1.075
7 C -1.639 -0.464 -0.358  C6 1.393, N8 1.408, C31 1.389
8 N -1.183 0.788 -0.813  C7 1.408, C9 1.448, S21 1.670
9 C -0.317 0.869 -1.970  N8 1.448, C10 1.543, H40 1.094, H41 1.091
10 C 1.135 0.417 -1.707  C9 1.543, O11 1.215, N12 1.346
11 O 1.628 -0.505 -2.325  C10 1.215
12 N 1.734 1.158 -0.756  C10 1.346, C13 1.402, H42 1.016
13 C 3.012 1.016 -0.199  N12 1.402, C14 1.391, C20 1.389
14 C 3.371 1.897 0.816  C13 1.391, C15 1.381, H43 1.080
15 C 4.619 1.799 1.398  C14 1.381, C16 1.389, H44 1.081
16 C 5.532 0.835 0.992  C15 1.389, C17 1.498, C18 1.398
17 C 6.881 0.750 1.638  C16 1.498, H45 1.090, H46 1.090, H47 1.087
18 C 5.171 -0.051 -0.027  C16 1.398, C19 1.498, C20 1.387
19 C 6.126 -1.105 -0.495  C18 1.498, H48 1.090, H49 1.090, H50 1.086
20 C 3.917 0.046 -0.612  C13 1.389, C18 1.387, H51 1.077
21 S -1.214 2.080 0.244  N8 1.670, O22 1.429, O23 1.442, C24 1.767
22 O -0.940 1.656 1.581  S21 1.429
23 O -0.357 3.091 -0.324  S21 1.442
24 C -2.860 2.717 0.148  S21 1.767, C25 1.428, C29 1.372
25 C -3.842 2.905 1.167  C24 1.428, C26 1.481, N27 1.305
26 C -3.755 2.521 2.595  C25 1.481, H52 1.089, H53 1.087, H54 1.086
27 N -4.892 3.486 0.653  C25 1.305, O28 1.357
28 O -4.650 3.702 -0.665  N27 1.357, C29 1.334
29 C -3.433 3.253 -0.977  C24 1.372, O28 1.334, C30 1.478
30 C -2.934 3.396 -2.361  C29 1.478, H55 1.087, H56 1.089, H57 1.088
31 C -1.064 -1.659 -0.770  C7 1.389, C32 1.385, H58 1.077
32 C -1.553 -2.875 -0.321  C4 1.390, C31 1.385, H59 1.078
33 H -4.330 -5.720 -0.673  C1 1.087
34 H -2.902 -6.734 -0.927  C1 1.087
35 H -2.901 -5.046 -1.457  C1 1.087
36 H -1.612 -5.359 0.703  C2 1.097
37 H -3.087 -6.007 1.449  C2 1.094
38 H -4.030 -1.761 1.661  C5 1.078
39 H -3.189 0.396 0.846  C6 1.075
40 H -0.732 0.253 -2.773  C9 1.094
41 H -0.298 1.914 -2.284  C9 1.091
42 H 1.198 1.935 -0.381  N12 1.016
43 H 2.667 2.648 1.144  C14 1.080
44 H 4.890 2.487 2.186  C15 1.081
45 H 7.671 0.889 0.900  C17 1.090
46 H 7.027 -0.227 2.097  C17 1.090
47 H 6.989 1.512 2.406  C17 1.087
48 H 7.045 -0.653 -0.867  C19 1.090
49 H 6.395 -1.770 0.326  C19 1.090
50 H 5.684 -1.698 -1.290  C19 1.086
51 H 3.638 -0.635 -1.399  C20 1.077
52 H -4.447 1.706 2.802  C26 1.089
53 H -4.040 3.364 3.220  C26 1.087
54 H -2.743 2.203 2.829  C26 1.086
55 H -3.576 4.080 -2.910  C30 1.087
56 H -2.931 2.429 -2.864  C30 1.089
57 H -1.915 3.778 -2.336  C30 1.088
58 H -0.225 -1.667 -1.445  C31 1.077
59 H -1.069 -3.773 -0.669  C32 1.078

Atom charges from the Mulliken analysis, given in e for atoms 1 to 4: -1.038, -0.435, -0.470, 0.801

=====

(5)
DFT (the ωB97M-V functional and the def2-TZVPD basis) results for the ion C3H9N2OS with charge +2.

Output
- Total charge: +2
- 2S+1: 2
- Relative energy (zero: lowest compared OMol25 entry of this formula, charge and spin): 0.000 eV

Last columns: bonded neighbours and bond lengths (Å).
Cartesian coordinates (Å):
1 N -1.367 1.189 0.244  C2 1.422, H8 0.989, H9 1.056
2 C -0.347 0.236 0.512  N1 1.422, C3 1.523, C5 1.540, H11 1.196
3 C 1.027 0.857 0.731  C2 1.523, S4 1.817, H12 1.116, H13 1.046
4 S 2.207 0.625 -0.630  C3 1.817, H14 1.341
5 C -0.347 -0.736 -0.683  C2 1.540, N6 1.356, O7 1.331
6 N -0.083 -2.060 -0.565  C5 1.356, H15 0.998, H16 1.126
7 O -0.917 -0.264 -1.790  C5 1.331, H10 1.048
8 H -2.299 1.202 0.574  N1 0.989
9 H -0.968 2.141 0.018  N1 1.056
10 H -1.581 0.501 -1.519  O7 1.048
11 H -0.616 -0.383 1.500  C2 1.196
12 H 0.959 1.892 1.143  C3 1.116
13 H 1.549 0.408 1.518  C3 1.046
14 H 2.629 -0.582 -0.227  S4 1.341
15 H 0.054 -2.683 -1.333  N6 0.998
16 H 0.098 -2.342 0.510  N6 1.126

Atom charges from the Mulliken analysis, given in e for atoms 1 to 4: -0.747, 0.684, -0.816, 0.331

=====

(6)
DFT (the ωB97M-V functional and the def2-TZVPD basis) results for an isolated molecule of C11H22N2O3S.

Output
- Total charge: 0
- Relative energy (zero: lowest compared OMol25 entry of this formula, charge and spin): 2.909 eV
- SMILES: CCS(=O)(=O)[C@@H](C)C(=O)N[C@H]1CC[C@@H](N)CC1

Last columns: bonded neighbours and bond lengths (Å).
Cartesian coordinates (Å):
1 C 0.304 -4.496 1.576  C2 1.562, H18 1.169, H19 1.115, H20 1.081
2 C -0.435 -3.507 0.619  C1 1.562, S3 1.838, H21 1.097, H22 1.118
3 S 0.491 -3.051 -0.901  C2 1.838, O4 1.503, O5 1.419, C6 1.813
4 O -0.438 -2.318 -1.830  S3 1.503
5 O 0.858 -4.290 -1.488  S3 1.419
6 C 1.925 -2.096 -0.338  S3 1.813, C7 1.520, C8 1.524, H23 1.098
7 C 2.775 -1.553 -1.475  C6 1.520, H24 1.108, H25 1.136, H26 1.122
8 C 1.203 -0.973 0.397  C6 1.524, O9 1.211, N10 1.373
9 O 1.226 -0.802 1.596  C8 1.211
10 N 0.595 -0.023 -0.385  C8 1.373, C11 1.437, H27 1.029
11 C 0.243 1.291 0.080  N10 1.437, C12 1.550, C17 1.516, H28 1.131
12 C -1.091 1.173 0.859  C11 1.550, C13 1.490, H29 1.208, H30 1.107
13 C -1.634 2.486 1.309  C12 1.490, C14 1.510, H31 1.114, H32 1.124
14 C -1.636 3.580 0.269  C13 1.510, N15 1.441, C16 1.592, H33 1.101
15 N -2.790 3.447 -0.585  C14 1.441, H34 1.022, H35 1.044
16 C -0.322 3.642 -0.627  C14 1.592, C17 1.519, H36 1.085, H37 1.070
17 C 0.132 2.264 -1.076  C11 1.516, C16 1.519, H38 1.004, H39 1.043
18 H 0.666 -3.963 2.551  C1 1.169
19 H -0.504 -5.182 1.923  C1 1.115
20 H 1.077 -5.102 1.123  C1 1.081
21 H -0.810 -2.601 1.110  C2 1.097
22 H -1.340 -4.010 0.197  C2 1.118
23 H 2.610 -2.579 0.370  C6 1.098
24 H 3.654 -1.022 -1.060  C7 1.108
25 H 2.296 -0.750 -2.119  C7 1.136
26 H 3.116 -2.388 -2.142  C7 1.122
27 H 0.901 0.014 -1.367  N10 1.029
28 H 1.056 1.644 0.783  C11 1.131
29 H -1.946 0.748 0.118  C12 1.208
30 H -0.974 0.534 1.755  C12 1.107
31 H -2.670 2.338 1.688  C13 1.114
32 H -1.007 2.878 2.156  C13 1.124
33 H -1.675 4.514 0.849  C14 1.101
34 H -3.603 3.352 0.027  N15 1.022
35 H -2.881 4.257 -1.238  N15 1.044
36 H -0.432 4.341 -1.450  C16 1.085
37 H 0.369 3.929 0.138  C16 1.070
38 H 1.041 2.376 -1.487  C17 1.004
39 H -0.349 1.896 -1.926  C17 1.043

Atom charges from the Mulliken analysis, given in e for atoms 1 to 4: -1.024, -0.555, 1.177, -0.660

=====

- Look up the total charge of the second one.
  +1